(1)
Below is a molecular structure, C9H18O10Sr at a distorted geometry, with properties calculated with ωB97M-V/def2-TZVPD.

XYZ file:
```
38
Properties=species:S:1:pos:R:3
Sr -0.201 -0.068 -0.226
C 1.587 -2.902 1.288
C 1.055 -3.454 -0.043
O 1.216 -4.670 -0.229
O 0.471 -2.620 -0.800
H 1.780 -1.827 1.257
H 2.454 -3.451 1.650
H 0.776 -3.014 2.020
C -3.413 1.946 1.323
C -3.447 1.109 0.039
O -2.437 1.264 -0.709
O -4.449 0.411 -0.146
H -4.033 1.535 2.123
H -3.761 2.964 1.119
H -2.385 2.045 1.689
C 0.115 0.300 -5.085
C -0.622 -0.515 -3.996
O -1.479 -1.306 -4.386
O -0.267 -0.245 -2.809
H 0.266 -0.282 -5.992
H 1.082 0.641 -4.703
H -0.483 1.196 -5.271
C 0.403 2.485 3.465
C 0.522 1.642 2.216
O 0.651 0.391 2.301
O 0.346 2.244 1.122
H -0.047 3.450 3.255
H 1.387 2.663 3.915
H -0.182 1.953 4.218
C 3.352 0.428 -0.191
O 2.351 -0.264 -0.897
H 3.657 -0.102 0.720
H 4.266 0.567 -0.789
H 2.959 1.408 0.068
H 2.680 -1.040 -1.358
O -1.868 -1.325 1.140
H -2.174 -2.096 0.651
H -2.127 -1.462 2.052
```

Its energy relative to the best compared isomer or geometry (same formula, charge and spin) is 0.000 eV. Its LUMO energy is 4.614 eV. The frontier orbital gap is 6.969 eV. As for the charge: -2.

=====

(2)
Below is a molecular structure, C5H10HgO5 at a distorted geometry, with properties calculated with ωB97M-V/def2-TZVPD.

XYZ file:
```
21
Properties=species:S:1:pos:R:3
C -0.936 0.762 -0.231
C -0.795 1.149 1.225
O 0.487 1.743 1.398
C 0.716 2.473 2.518
O -0.198 2.596 3.368
O 1.854 2.994 2.590
O -2.251 0.397 -0.535
Hg 1.177 3.880 4.509
H -0.151 -0.169 -0.624
H -0.897 0.272 1.883
H -1.577 1.871 1.500
H -2.326 0.355 -1.507
H -0.583 1.581 -0.879
C 1.118 -1.559 -1.358
C 0.575 -2.610 -2.258
O -0.293 -3.464 -1.519
H 1.819 -0.853 -1.808
H 1.466 -1.896 -0.377
H 1.396 -3.216 -2.689
H 0.036 -2.153 -3.108
H -0.636 -4.152 -2.096
```

Its spin multiplicity is 3. Its energy relative to the best compared isomer or geometry (same formula, charge and spin) is 0.859 eV. Its LUMO energy (spin up / spin down) is 0.463 / -2.192 eV. As for the expectation value of S²: 2.008. The frontier orbital gap (spin up / spin down) is 8.584 / 7.740 eV. As for the charge: 0.

=====

(3)
Below is 2 unconnected molecules or ions with the total composition C2H10FO4P2S2, with properties calculated with ωB97M-V/def2-TZVPD.

XYZ file:
```
21
Properties=species:S:1:pos:R:3
C 1.843 -1.607 1.511
C 1.961 -0.463 0.544
F 1.847 -0.890 -0.757
S 0.601 0.795 0.915
S 1.471 2.630 0.639
P -0.786 0.777 -0.742
P -2.417 -0.092 0.514
O -2.029 -0.161 1.921
O -3.586 0.892 0.116
O -2.853 -1.433 -0.203
H 1.709 -1.249 2.531
H 0.984 -2.225 1.256
H 2.748 -2.208 1.461
H 2.873 0.129 0.642
H 1.609 2.786 1.965
H -0.275 -0.360 -1.390
H -4.013 1.279 0.892
H -2.615 -2.214 0.313
O 0.173 1.074 -3.698
H -0.334 1.335 -4.474
H 1.091 1.203 -3.956
```

Its energy relative to the best compared isomer or geometry (same formula, charge and spin) is 0.000 eV. Its LUMO energy is -3.960 eV. The frontier orbital gap is 9.782 eV. As for the charge: +1.

=====

(4)
Below is 9 unconnected molecules or ions with the total composition C2H22O9 at a distorted geometry, with properties calculated with ωB97M-V/def2-TZVPD.

XYZ file:
```
33
Properties=species:S:1:pos:R:3
C 2.713 -0.356 -0.892
C 3.075 1.051 -0.390
O 1.901 1.754 0.086
H 1.692 -0.604 -0.613
H 2.555 -0.287 -1.972
H 3.454 -1.082 -0.612
H 3.527 1.659 -1.172
H 3.731 1.080 0.479
H 1.125 1.169 0.119
O 0.072 2.887 -1.468
H 0.910 2.400 -1.322
H -0.106 3.111 -0.570
O -2.176 -1.607 0.723
H -1.986 -1.861 -0.183
H -1.801 -2.356 1.259
O -0.005 -0.870 3.720
H -0.007 -0.641 2.752
H -0.206 -0.080 4.179
O -2.487 1.121 0.503
H -2.630 0.186 0.257
H -3.064 1.247 1.277
O -0.896 -3.170 2.556
H -0.012 -3.626 2.512
H -0.768 -2.470 3.253
O -1.127 1.223 -3.366
H -0.525 1.877 -2.922
H -1.999 1.384 -2.999
O -1.329 -1.243 -2.316
H -1.078 -0.321 -2.609
H -1.334 -1.765 -3.100
O -0.036 0.084 1.180
H -0.538 -0.676 0.819
H -0.646 0.780 0.831
```

Its energy relative to the best compared isomer or geometry (same formula, charge and spin) is 0.000 eV. The structure (SMILES) is CCO.O.O.O.O.O.O.O.O. Its LUMO energy is 0.411 eV. The frontier orbital gap is 10.763 eV. As for the charge: 0.

=====

(5)
Below is a gas-phase ion, C9H12NO (charge +1) at a distorted geometry, with properties calculated with ωB97M-V/def2-TZVPD.

XYZ file:
```
23
Properties=species:S:1:pos:R:3
C -0.712 1.774 2.388
C 0.594 1.934 1.946
C -1.669 1.150 1.557
C 0.976 1.171 0.925
C -1.311 0.299 0.533
C 0.085 0.260 0.324
C 1.732 0.085 -1.548
C 0.719 -0.644 -0.625
C -0.522 -2.556 0.047
N 0.715 0.474 -2.518
O 0.350 -1.867 -0.840
H -1.120 2.426 3.210
H 1.357 2.550 2.352
H -2.692 1.204 1.746
H 2.014 1.218 0.723
H -2.100 -0.229 -0.195
H 2.317 0.976 -1.201
H 2.413 -0.657 -2.046
H -0.618 -2.019 0.907
H -0.072 -3.500 -0.011
H -1.482 -2.609 -0.556
H 0.261 1.385 -2.534
H 0.047 -0.094 -3.042
```

Its energy relative to the best compared isomer or geometry (same formula, charge and spin) is 1.761 eV. Its LUMO energy is -4.725 eV. The frontier orbital gap is 8.604 eV. As for the charge: +1.

=====

(6)
Below is 8 unconnected molecules or ions with the total composition C28H41Br4N5O at a distorted geometry, with properties calculated with ωB97M-V/def2-TZVPD.

XYZ file:
```
79
Properties=species:S:1:pos:R:3
C -17.233 -5.277 21.612
C -16.982 -4.516 20.452
C -16.926 -3.179 20.862
N -17.114 -3.114 22.222
C -17.276 -4.393 22.676
H -17.365 -6.349 21.630
H -16.893 -4.964 19.473
H -16.620 -2.279 20.349
H -16.894 -2.317 22.803
H -17.477 -4.535 23.728
C -18.329 -10.460 22.446
C -19.162 -9.374 22.764
C -19.310 -8.527 21.691
N -18.541 -9.112 20.731
C -17.968 -10.305 21.147
H -17.967 -11.282 23.045
H -19.511 -9.210 23.773
H -19.777 -7.609 21.368
H -18.309 -8.660 19.858
H -17.450 -10.969 20.471
C -17.512 -15.039 24.645
C -17.904 -15.913 25.660
C -18.990 -15.298 26.295
N -19.229 -14.059 25.731
C -18.279 -13.870 24.784
H -16.690 -15.107 23.948
H -17.440 -16.870 25.850
H -19.637 -15.662 27.080
H -20.075 -13.519 25.844
H -18.446 -12.978 24.199
C -21.763 -5.136 22.486
C -20.824 -4.179 22.179
C -21.541 -2.955 22.124
N -22.870 -3.203 22.411
C -22.987 -4.570 22.591
H -21.571 -6.176 22.704
H -19.774 -4.413 22.080
H -21.185 -1.975 21.844
H -23.610 -2.516 22.430
H -23.910 -5.071 22.842
C -22.841 -12.599 21.165
C -21.837 -13.401 20.594
C -20.679 -12.723 20.582
N -20.878 -11.481 21.144
C -22.215 -11.431 21.498
H -23.889 -12.808 21.322
H -22.047 -14.417 20.294
H -19.711 -13.100 20.288
H -20.208 -10.732 21.243
H -22.647 -10.554 21.957
C -16.348 -8.641 17.314
C -16.873 -7.500 18.120
C -18.318 -7.398 17.845
O -18.670 -8.747 17.843
C -17.649 -9.576 17.231
H -15.599 -9.187 17.886
H -16.067 -8.357 16.299
H -16.316 -6.613 17.819
H -16.746 -7.571 19.200
H -18.571 -6.961 16.878
H -18.953 -6.890 18.571
H -17.962 -9.813 16.213
H -17.568 -10.526 17.759
Br -14.571 -12.015 24.426
C -14.895 -10.615 23.084
C -14.525 -11.044 21.661
Br -14.783 -9.544 20.417
H -14.368 -9.687 23.305
H -15.947 -10.363 23.223
H -15.127 -11.854 21.249
H -13.482 -11.359 21.660
Br -15.190 -7.278 25.247
C -16.808 -8.419 25.404
C -17.547 -8.145 26.733
Br -19.446 -8.936 26.715
H -16.543 -9.463 25.236
H -17.448 -8.164 24.560
H -17.625 -7.074 26.921
H -17.067 -8.602 27.599
```

The structure (SMILES) is c1cc[nH]c1.c1cc[nH]c1.c1cc[nH]c1.c1cc[nH]c1.c1cc[nH]c1.C1CCOC1.BrCCBr.BrCCBr. Its LUMO energy is 0.233 eV. The frontier orbital gap is 8.057 eV. As for the charge: 0.

=====

(7)
Below is a molecular structure, C5H8N2 at a distorted geometry, with properties calculated with ωB97M-V/def2-TZVPD.

XYZ file:
```
15
Properties=species:S:1:pos:R:3
C -0.375 -0.876 -1.467
C 0.907 1.141 -0.511
C 0.078 -0.092 -0.253
N 0.597 -0.182 2.136
C 0.040 -0.681 0.992
C -1.743 -0.236 -0.828
N -2.870 0.002 -0.725
H 0.162 -0.422 3.011
H 1.009 0.737 2.095
H -0.384 -1.961 -1.388
H -0.309 -0.341 -2.409
H -0.558 -1.572 1.136
H 0.286 2.024 -0.663
H 1.539 1.056 -1.396
H 1.623 1.404 0.269
```

Its energy relative to the best compared isomer or geometry (same formula, charge and spin) is 3.059 eV. Its LUMO energy is 0.690 eV. The frontier orbital gap is 8.081 eV. As for the charge: 0.

=====

(8)
Below is a molecular structure, C34H44BaBr4NO6P at a distorted geometry, with properties calculated with ωB97M-V/def2-TZVPD.

XYZ file:
```
91
Properties=species:S:1:pos:R:3
Ba 12.450 12.167 12.418
C 9.978 12.511 15.606
O 10.843 11.572 14.978
C 11.336 10.570 15.861
C 12.248 11.128 16.994
O 13.392 11.835 16.586
C 14.421 11.025 16.014
H 9.955 12.366 16.694
H 8.959 12.519 15.270
H 10.364 13.501 15.420
H 11.894 9.884 15.239
H 10.520 9.944 16.325
H 12.564 10.234 17.570
H 11.702 11.774 17.652
H 14.977 10.534 16.814
H 15.107 11.722 15.457
H 13.986 10.317 15.313
C 6.993 10.337 12.010
C 8.329 10.888 12.527
C 9.323 9.739 12.540
P 9.047 12.348 11.670
C 7.912 13.742 12.033
C 8.062 14.866 11.071
C 6.448 13.664 12.487
C 9.076 12.055 9.868
C 7.902 12.096 9.056
C 7.904 12.076 7.662
C 6.713 12.366 6.785
C 9.185 11.833 7.116
C 10.322 11.622 7.877
C 10.370 11.750 9.285
N 11.480 11.625 10.011
C 12.754 11.827 9.459
C 13.668 10.771 9.313
C 13.154 9.380 9.597
C 15.029 11.053 9.168
C 15.480 12.384 8.897
C 16.918 12.580 8.471
C 14.560 13.416 8.993
C 13.238 13.141 9.379
C 12.239 14.243 9.393
H 6.744 9.434 12.606
H 7.122 10.041 10.978
H 6.250 11.122 12.078
H 8.333 11.243 13.571
H 9.546 9.388 11.568
H 8.898 8.887 13.080
H 10.258 9.975 13.072
H 8.441 14.167 12.906
H 7.858 14.704 10.033
H 9.148 15.297 11.098
H 7.516 15.777 11.389
H 5.802 13.305 11.665
H 6.070 14.648 12.751
H 6.317 13.023 13.331
H 6.951 12.183 9.615
H 6.942 11.969 5.732
H 6.591 13.411 6.673
H 5.813 11.868 7.122
H 9.305 11.753 6.017
H 11.244 11.388 7.341
H 13.197 9.199 10.656
H 13.703 8.599 9.083
H 12.095 9.366 9.363
H 15.747 10.195 9.045
H 17.062 13.657 8.316
H 17.109 12.053 7.521
H 17.653 12.188 9.256
H 14.861 14.435 8.755
H 12.751 15.124 8.975
H 11.873 14.514 10.353
H 11.349 14.022 8.778
Br 16.747 5.926 13.437
C 16.294 7.854 13.305
C 17.172 8.779 12.808
Br 19.068 8.416 12.278
C 16.732 10.136 12.556
Br 17.906 11.670 12.458
C 15.398 10.499 12.757
O 14.991 11.733 12.734
C 14.418 9.467 13.073
O 13.213 9.794 13.344
C 14.875 8.165 13.437
Br 13.600 6.898 14.119
C 11.852 17.116 13.649
O 10.949 15.993 13.654
C 11.484 14.803 13.138
O 12.560 14.939 12.469
H 12.744 16.846 14.259
H 11.340 17.886 14.267
H 12.016 17.579 12.671
```

Its energy relative to the best compared isomer or geometry (same formula, charge and spin) is 1.034 eV. Its LUMO energy is 3.944 eV. The frontier orbital gap is 5.762 eV. As for the charge: -2.

=====

(9)
Below is a single C15H21ClN4OS molecule at a distorted geometry, with properties calculated with ωB97M-V/def2-TZVPD.

XYZ file:
```
43
Properties=species:S:1:pos:R:3
C -2.225 -0.694 6.407
C -1.261 -1.202 5.342
C -1.034 -0.160 4.251
C -0.062 -0.657 3.186
O 0.060 0.362 2.213
C 0.875 0.166 1.144
C 1.603 -0.991 0.901
C 2.369 -1.110 -0.247
C 2.411 -0.069 -1.156
Cl 3.340 -0.228 -2.603
C 1.700 1.098 -0.924
C 0.938 1.229 0.224
C 0.098 2.439 0.442
S -1.672 2.017 0.137
C -1.419 1.094 -1.324
N -1.001 1.505 -2.487
N -0.861 0.431 -3.270
C -1.178 -0.637 -2.589
C -1.138 -2.039 -3.066
C 0.014 -2.800 -2.407
N -1.547 -0.271 -1.328
N -1.890 -1.087 -0.258
H -1.832 0.202 6.880
H -2.376 -1.449 7.175
H -3.189 -0.453 5.966
H -1.661 -2.114 4.894
H -0.305 -1.453 5.806
H -1.982 0.091 3.771
H -0.634 0.756 4.688
H -0.444 -1.578 2.724
H 0.916 -0.870 3.637
H 1.573 -1.816 1.594
H 2.923 -2.016 -0.434
H 1.722 1.898 -1.647
H 0.358 3.244 -0.242
H 0.120 2.777 1.476
H -1.010 -2.019 -4.147
H -2.086 -2.530 -2.830
H 0.022 -3.832 -2.748
H 0.961 -2.338 -2.669
H -0.092 -2.786 -1.325
H -1.906 -0.497 0.576
H -2.818 -1.486 -0.397
```

Its energy relative to the best compared isomer or geometry (same formula, charge and spin) is 0.000 eV. The structure (SMILES) is CCCCOc1ccc(Cl)cc1CSc1nnc(CC)n1N. Its LUMO energy is 0.472 eV. The frontier orbital gap is 8.968 eV. As for the charge: 0.